Density functional theory data (ωB97M-V/def2-TZVPD) for a 18-piece molecular cluster, C62H89Cl10F6N7O7 overall.

Geometry as XYZ:
```
181
C62H89Cl10F6N7O7, DFT ωB97M-V/def2-TZVPD
C -1.33067 1.42477 -5.62163
C -1.81076 -0.00032 -5.78620
O -2.14146 -0.66158 -4.71922
N -1.83268 -0.57031 -6.98279
C -2.04105 -1.99961 -7.12897
H -1.33827 1.72124 -6.67051
H -0.29605 1.28500 -5.30837
H -1.97049 2.12827 -5.08889
H -1.65175 0.04854 -7.76021
H -1.34503 -2.64737 -6.59600
H -1.85413 -2.39565 -8.12712
H -3.06318 -2.16406 -6.78793
C -0.79610 5.79593 -1.21446
C -0.16783 5.50596 -2.54961
O 0.10276 6.41510 -3.29201
N 0.28608 4.24731 -2.77454
C 0.91254 3.78180 -3.91396
H -0.03496 5.64582 -0.44881
H -1.64475 5.16401 -0.95260
H -1.24062 6.78549 -1.10837
H 0.08127 3.53913 -2.08415
H 0.30748 3.89217 -4.81386
H 1.26023 2.75948 -3.76535
H 1.75695 4.35220 -4.30089
C -6.25793 -3.08744 3.02134
C -7.20021 -3.29664 4.22639
O -7.10382 -2.55667 5.19341
N -8.11701 -4.28585 4.15337
C -8.86057 -4.76467 5.27027
H -5.97360 -2.07419 2.73749
H -6.77626 -3.43006 2.12577
H -5.33685 -3.65931 3.13401
H -7.95447 -4.94534 3.40587
H -8.24299 -5.26780 6.01427
H -9.52049 -5.52394 4.85060
H -9.39181 -4.06535 5.91590
C -1.94427 3.69490 2.03618
C -0.69931 3.24468 2.84403
O -0.08504 2.29268 2.39358
N -0.47568 3.74188 4.05198
C 0.58288 3.30909 4.96418
H -2.38268 2.83709 1.52623
H -1.85099 4.47356 1.27915
H -2.65393 4.14472 2.73055
H -1.12489 4.45062 4.36232
H 1.58720 3.41094 4.55298
H 0.50874 2.22712 5.07352
H 0.71191 3.89277 5.87565
C 5.56361 2.19838 1.04983
C 5.87561 0.99716 1.76811
O 6.46125 1.11156 2.85557
N 5.49576 -0.13804 1.20853
C 5.71609 -1.42384 1.78260
H 4.59999 2.14860 0.54282
H 6.33136 2.38865 0.29985
H 5.65560 3.06253 1.70776
H 5.03349 0.00278 0.32165
H 5.99014 -1.47462 2.83636
H 6.51023 -1.94903 1.25193
H 4.88807 -2.08553 1.52832
C 1.88842 -3.50923 -6.51512
C 1.69105 -4.74834 -7.32322
O 0.56714 -4.84338 -7.85361
N 2.72583 -5.60614 -7.43888
C 2.77820 -6.84094 -8.12134
H 2.94396 -3.23777 -6.49962
H 1.55316 -3.58492 -5.48072
H 1.37621 -2.64785 -6.94380
H 3.62305 -5.27450 -7.11468
H 2.92862 -7.71309 -7.48508
H 3.52650 -6.84420 -8.91389
H 1.82033 -7.09071 -8.57763
C -0.58733 0.57900 -2.30798
C -0.51888 1.27043 -0.87802
O -0.13086 2.40921 -0.86436
N -0.91987 0.64265 0.21081
C -1.41854 -0.66686 0.34036
H 0.16257 0.91211 -3.02546
H -1.57302 0.78028 -2.72752
H -0.46890 -0.49828 -2.19165
H -0.77519 1.29185 0.97088
H -0.53633 -1.27856 0.52912
H -1.91859 -0.95073 -0.58563
H -1.97467 -0.94628 1.23521
C -1.53734 -3.19774 -3.35464
Cl -0.89508 -3.39106 -1.70616
Cl -1.52698 -4.74982 -4.25901
H -2.47063 -2.63542 -3.38413
H -0.74724 -2.61579 -3.82916
C -0.52482 -3.91997 3.59468
Cl -0.21508 -5.50553 4.22774
Cl -1.93390 -3.12059 4.38116
H 0.36431 -3.32357 3.79925
H -0.95485 -3.90364 2.59323
C 2.63548 0.20475 -1.16650
Cl 4.19210 0.78178 -1.80189
Cl 2.77596 -1.33653 -0.26928
H 2.17271 0.90039 -0.46649
H 2.03629 0.03157 -2.06042
C 5.59994 -2.20116 -3.55952
Cl 5.70010 -2.61753 -5.33359
Cl 3.96722 -2.62019 -2.93358
H 6.24867 -2.79967 -2.91997
H 5.88331 -1.15364 -3.45704
C 3.07002 1.03987 -6.92739
Cl 2.65570 -0.26128 -5.67556
Cl 1.60344 1.34491 -7.83071
H 3.34801 1.85952 -6.26483
H 3.95996 0.75494 -7.48857
F -6.33848 6.24833 -2.05154
C -5.80769 5.32855 -2.88985
C -6.51722 4.95167 -4.01357
C -6.02106 3.93595 -4.84690
C -4.93401 3.16380 -4.41604
C -4.23682 3.46696 -3.25049
C -4.69892 4.56292 -2.46422
H -7.40874 5.48615 -4.30668
H -6.56886 3.79174 -5.76642
H -4.63408 2.31745 -5.01616
H -3.33517 2.91404 -3.03209
H -4.30349 4.80292 -1.48829
F 2.10908 -4.51292 2.22370
C 3.06109 -5.40939 2.43972
C 4.29679 -4.94216 2.89980
C 5.31156 -5.80980 3.23622
C 5.11361 -7.16320 3.10890
C 3.90825 -7.64761 2.61366
C 2.88492 -6.69759 2.31818
H 4.47523 -3.88314 3.01402
H 6.19684 -5.39840 3.69820
H 5.92530 -7.81766 3.39039
H 3.73050 -8.71003 2.69149
H 1.89386 -7.06933 2.10370
F -2.57285 0.57924 3.06859
C -3.81466 0.92850 2.78787
C -4.42967 0.29891 1.69490
C -5.72295 0.61253 1.34332
C -6.55881 1.34632 2.24640
C -5.95748 1.99680 3.30499
C -4.62936 1.77127 3.58009
H -4.03265 -0.48356 1.06522
H -6.10109 0.18906 0.42458
H -7.59274 1.60081 2.06578
H -6.57982 2.63914 3.91037
H -4.22776 2.24660 4.46280
F 6.46487 6.25430 -0.17911
C 6.34779 5.29915 -1.17726
C 7.52586 4.69918 -1.64958
C 7.46437 3.80881 -2.74200
C 6.22900 3.48807 -3.30950
C 5.07452 4.02591 -2.80205
C 5.12164 5.00630 -1.73781
H 8.47868 4.84960 -1.16388
H 8.34210 3.28882 -3.09640
H 6.11892 2.85736 -4.17926
H 4.14038 3.73804 -3.26129
H 4.17895 5.32450 -1.31772
F 2.13714 -2.54696 7.41054
C 2.24050 -1.79463 6.30127
C 1.09989 -1.35894 5.63523
C 1.25315 -0.42729 4.69121
C 2.52398 0.02143 4.29744
C 3.67037 -0.43632 4.91741
C 3.51596 -1.34562 5.88442
H 0.13430 -1.62097 6.04191
H 0.43919 -0.08664 4.06845
H 2.54306 0.51083 3.33488
H 4.68331 -0.15400 4.67116
H 4.39062 -1.76024 6.36344
F -1.93274 -0.75920 6.94391
C -2.53447 0.24961 7.45026
C -2.64826 1.38496 6.66264
C -3.22571 2.53745 7.22700
C -3.93001 2.40153 8.42583
C -3.81768 1.24977 9.22724
C -2.94678 0.22886 8.79169
H -2.23755 1.37910 5.66379
H -3.11116 3.42166 6.61752
H -4.47531 3.23870 8.83595
H -4.26022 1.24597 10.21240
H -2.75733 -0.67676 9.34880
```

* LUMO level: 0.0 eV
* Kohn-Sham gap: 0.32346 Eh
* highest occupied orbital energy: -8.8 eV
* E_tot: -232028.777 eV